Entry 1:
Density functional theory data (the ωB97M-V functional and the def2-TZVPD basis) for a structure of composition C31H42BaN6O7S4.

Geometry as XYZ:
```
91
Properties=species:S:1:pos:R:3
C 1.252 3.538 -3.669
H 0.589 4.882 -0.585
N 3.922 -0.557 -2.679
H 3.058 3.822 -4.753
H -0.968 -0.362 -2.748
H -3.331 0.084 -2.193
S -2.217 0.333 -0.087
H -1.810 5.399 -1.743
H 0.815 2.945 -4.462
H 2.825 5.763 -0.919
H -3.712 -2.231 2.251
N -2.463 2.749 4.853
C 1.713 2.355 3.467
H -1.944 4.400 -4.187
C 2.389 5.123 -1.680
H -2.722 2.918 -3.608
H 0.392 2.532 1.125
H 4.631 -0.777 -3.359
C 4.448 -6.276 -0.522
C 3.161 -2.761 0.011
H 3.184 2.879 1.979
H 3.380 0.725 -4.725
O 7.586 -5.526 -3.063
H 1.597 2.871 0.124
H 1.723 0.779 -4.499
H 3.989 -1.017 -1.768
C -1.813 4.341 -1.455
C 1.129 4.627 -1.488
O 3.106 0.709 4.463
C -3.280 -0.441 1.160
H 1.935 4.096 2.206
S -2.054 2.925 2.179
C -1.784 3.285 3.780
S -0.431 -2.267 -1.597
O 7.161 -3.327 -3.003
H -1.655 -4.659 1.010
H -2.851 3.991 -1.435
H -1.210 2.818 -4.503
O 1.988 -2.993 0.416
C -0.250 2.351 -1.883
C -0.375 4.498 5.315
C -1.754 3.406 -3.766
H -0.035 -3.989 0.740
N 2.566 0.235 -4.388
H -0.089 1.599 -2.674
H -4.328 -0.241 0.921
C -1.619 -1.167 -2.401
H -3.427 -1.381 -1.231
H 4.140 5.196 -2.968
H 6.126 -6.881 -1.747
C 5.861 -4.756 -1.756
H -1.209 -4.513 -1.367
C -2.097 3.080 6.062
H -1.431 4.244 -0.440
H 2.119 2.948 4.290
H 4.196 -7.290 -0.226
H 5.401 -2.681 -1.524
C 2.677 -0.230 -3.083
C 5.528 -6.066 -1.366
N 1.396 2.410 1.009
H 0.623 2.343 3.539
S -1.374 -2.386 1.749
H -0.766 4.195 7.388
O 1.677 -0.323 -2.374
C -1.104 -3.793 0.635
H -3.432 -2.519 0.546
C -1.025 3.482 -2.431
H -3.049 0.122 2.066
C 2.110 3.007 2.134
C -2.750 -0.592 -1.562
H -2.041 -1.660 -3.281
C 2.221 0.907 3.634
H 0.464 5.174 5.401
C 4.021 -3.912 -0.430
C 3.134 4.819 -2.839
O 1.662 0.052 2.865
C 5.108 -3.682 -1.252
C -3.094 -1.935 1.400
H -0.251 4.520 3.267
N 6.908 -4.527 -2.634
C -1.041 3.966 6.371
Ba 1.396 -0.436 0.551
C 2.522 4.034 -3.832
H -2.664 2.616 6.865
O 3.631 -1.581 -0.099
H -2.487 -3.370 -1.006
N -0.754 4.171 4.072
C 3.675 -5.216 -0.060
C 0.505 3.706 -2.437
H 2.813 -5.373 0.574
C -1.430 -3.581 -0.842
```

Computed properties:
E_HOMO (alpha / beta): -0.129 / -0.845 eV
Net charge: -2
Electronic energy: -100137.2932 eV

=====

Entry 2:
Density functional theory data (the ωB97M-V functional and the def2-TZVPD basis) for a structure of composition C24H31Br2MgN6O8.

Geometry as XYZ:
```
72
Properties=species:S:1:pos:R:3
H -3.426 -2.770 -3.771
H -2.612 1.104 1.453
C -1.141 1.914 4.425
H -1.309 -2.563 -4.335
H -1.988 2.373 4.920
H -2.300 -1.991 -1.035
N -2.335 3.902 0.187
H -2.195 3.077 0.759
H -3.150 2.370 2.643
H -0.272 2.438 0.451
C -3.291 3.778 -0.723
H 1.506 3.874 -0.378
O -1.115 -4.512 1.169
H 1.077 3.526 -2.050
H -2.798 0.569 -5.241
H -4.012 4.616 -2.400
O 1.551 -0.704 1.297
C 1.156 1.226 4.374
C 0.668 3.641 -1.043
C -1.059 -3.309 0.957
C -1.065 -0.567 -4.699
C 1.865 -0.133 2.378
O -1.441 2.396 -2.488
C -0.927 -1.672 -2.602
O -2.095 -1.142 1.155
C 3.139 -0.166 2.967
Mg -0.325 -0.669 0.336
C -3.365 -0.621 -3.526
H -3.022 5.632 -1.481
H -0.652 0.263 -4.127
O -0.228 -0.905 -1.971
C 0.058 2.321 -0.588
C -1.318 1.355 3.136
H -4.626 2.552 -1.557
N -3.638 4.837 -1.492
Br 4.518 -1.094 2.057
H -0.586 -0.570 -5.680
C 2.466 1.103 4.895
H 0.236 2.302 6.006
H -4.247 -2.201 -2.344
C -2.676 1.393 2.499
C -2.123 -2.349 1.626
H -2.995 0.081 -2.773
H 4.432 0.347 4.594
N -0.327 0.772 2.502
C -1.192 1.888 -1.383
O -0.238 -2.698 0.180
C -0.327 4.812 -1.050
Br 2.915 1.877 6.577
C -1.265 4.904 0.162
H -1.713 5.900 0.226
H -0.926 4.733 -1.959
H -3.314 0.637 2.963
N -0.732 -1.810 -3.981
H -4.405 -0.347 -3.729
C -2.581 -0.423 -4.834
O -1.891 1.019 -0.774
H -2.944 -1.150 -5.573
C -3.350 -2.051 -2.947
H -1.958 -3.438 -1.958
C 0.881 0.655 3.113
N -3.953 2.630 -0.811
C 0.081 1.870 5.026
H -3.332 1.792 -0.699
H 1.712 1.244 0.071
C 3.430 0.431 4.195
H 0.219 5.758 -1.100
C -2.140 -2.364 -2.045
N 0.921 1.156 -0.554
H 1.234 0.863 -1.472
H -0.715 4.764 1.093
O -2.895 -2.756 2.480
```

Computed properties:
E_HOMO: -4.404 eV
Net charge: -1
Electronic energy: -196250.8962 eV

=====

Entry 3:
Density functional theory data (the ωB97M-V functional and the def2-TZVPD basis) for a structure of composition C2H3BiO3.

Geometry as XYZ:
```
9
Properties=species:S:1:pos:R:3
O -1.716 0.159 0.256
O 1.378 1.224 0.603
C 1.668 -0.005 0.323
Bi -0.311 0.505 1.571
H -0.558 -0.470 -1.402
C -1.745 -0.266 -0.982
H -2.672 -0.158 -1.566
O 1.264 -0.806 1.254
H 2.691 -0.185 -0.058
```

Computed properties:
E_HOMO (alpha / beta): -11.865 / -16.197 eV
⟨S²⟩: 0.7586
Net charge: +1
Electronic energy: -14093.1204 eV
Spin multiplicity: 2

=====

Entry 4:
Density functional theory data (the ωB97M-V functional and the def2-TZVPD basis) for a cluster of 3 separate species, C49H44NO9 in total.

Geometry as XYZ:
```
103
Properties=species:S:1:pos:R:3
C -0.607 -6.287 -2.457
H -0.565 3.517 2.891
C 0.895 7.350 0.225
O -0.067 0.300 -8.423
H -1.655 -1.971 -5.441
O 3.528 -1.422 -5.364
C 2.360 -1.793 -5.986
H -0.456 -8.405 -0.794
C 5.589 5.970 -1.087
H 4.819 3.359 -4.921
C -3.675 -5.334 6.398
H 2.104 0.546 -4.244
C -3.947 -4.124 5.590
C 1.925 5.857 2.198
C 0.072 4.362 2.477
C -0.275 -4.931 -4.513
C -1.432 -2.838 -4.828
H 2.660 3.123 -6.153
C -0.880 -5.077 -3.263
C -5.092 -2.021 5.272
C 1.800 1.312 -5.032
H 5.402 8.364 0.027
C -4.157 -6.657 8.446
H -3.148 -2.753 2.586
C -4.777 -6.808 9.682
H 2.505 2.934 -2.939
C -2.026 -2.974 -3.577
C -3.617 -2.862 3.559
C 1.169 0.589 -6.335
C -4.498 -1.887 4.022
O 0.568 -1.956 -8.808
H 2.063 4.115 3.905
H 3.413 6.066 -0.349
H -4.628 -7.718 10.254
H 1.136 6.967 -0.838
C -1.709 -7.764 0.828
H 4.884 1.583 -4.470
C -4.354 -5.492 7.704
H 0.408 -5.688 -4.882
O -2.907 -6.190 5.992
C -0.551 -3.813 -5.293
O -3.096 -3.337 -1.019
H -3.523 -7.450 8.062
H 5.529 6.696 -1.986
H 4.142 2.255 -2.285
C 4.438 7.897 0.423
H -2.994 -6.862 2.301
C 0.183 1.294 -7.399
O 0.160 -7.145 -2.862
H -6.062 -5.906 11.154
H -4.719 -1.020 3.407
H -1.196 5.466 0.781
H 1.206 9.553 0.409
H 3.008 8.324 -1.299
H -3.357 -4.802 0.988
N 0.927 6.260 1.240
C -1.089 -7.612 -0.408
C 4.186 4.443 -2.692
C 1.495 4.653 3.073
C -5.440 -3.265 7.397
H 4.324 7.948 1.559
C -1.748 -4.091 -2.789
O -6.162 -2.383 7.829
C 4.462 6.324 0.022
C 1.422 -0.747 -6.742
H -1.560 -8.674 1.400
H 1.999 8.602 1.759
H 3.507 9.810 -0.301
C 0.597 -0.929 -8.106
C -5.586 -5.791 10.185
C -2.517 -6.747 1.332
C -0.232 5.398 1.377
H 3.292 5.012 -2.253
C 3.638 2.951 -3.059
H 6.311 3.943 -1.927
C 1.829 8.603 0.615
H 1.020 2.030 -4.566
C 5.333 4.423 -1.546
H 6.621 5.984 -0.587
O 1.998 -3.020 -6.019
H 2.954 6.349 2.337
C 4.178 2.489 -4.502
C -2.115 -5.440 -0.656
H 4.907 3.843 -0.644
C -2.722 -5.587 0.592
C -5.183 -4.485 8.197
H -5.775 -1.256 5.628
H -2.709 -2.208 -3.220
C 3.039 2.194 -5.594
O -0.250 2.471 -7.359
C -5.790 -4.632 9.445
H 4.737 5.697 0.951
C 3.200 8.700 -0.222
C -3.341 -3.980 4.340
H 4.543 5.031 -3.604
H -0.194 7.739 0.191
H 3.533 1.532 -6.407
C -1.286 -6.447 -1.150
H -0.083 -3.702 -6.265
C -4.814 -3.138 6.062
H -6.425 -3.846 9.840
C -2.372 -4.219 -1.455
H -2.657 -4.738 3.972
```

Computed properties:
E_HOMO: -5.303 eV
Net charge: -1
Electronic energy: -71441.0255 eV

=====

Entry 5:
Density functional theory data (the ωB97M-V functional and the def2-TZVPD basis) for a structure of composition C29H75NO20P4Pt.

Geometry as XYZ:
```
130
Properties=species:S:1:pos:R:3
C -29.430 6.551 2.844
H -25.275 9.319 11.888
H -23.978 -4.583 7.009
H -30.278 4.483 13.069
H -25.843 -1.113 9.873
H -20.400 -2.133 12.078
H -26.206 -0.462 11.425
H -27.584 -2.334 8.967
C -32.504 4.310 8.586
H -30.114 4.622 3.569
C -26.823 -2.433 2.869
H -28.009 8.100 6.023
O -29.131 4.384 6.640
O -31.006 1.067 5.949
C -31.688 10.791 13.394
H -20.002 -0.982 13.409
O -25.549 -0.683 6.931
H -32.747 3.507 3.529
H -33.330 3.774 9.053
H -24.029 -4.093 9.520
H -21.903 0.014 12.751
H -30.274 -3.034 7.626
C -25.871 -2.712 11.489
H -28.276 5.619 11.897
H -28.027 4.182 9.059
C -23.536 -3.522 8.732
C -27.910 3.318 9.714
H -27.097 10.569 12.947
H -22.544 -3.973 8.733
C -27.277 9.502 12.815
H -28.466 5.071 4.056
H -29.082 -4.087 8.285
H -28.876 3.339 10.219
O -26.080 -2.609 5.222
C -32.352 3.815 7.232
C -29.461 5.454 3.832
C -30.341 5.049 12.140
H -29.368 5.763 10.538
H -23.492 -2.502 9.113
H -25.397 -3.409 10.798
H -26.122 -2.926 2.196
H -25.342 -2.787 12.439
H -28.356 6.793 8.201
O -23.750 0.422 9.028
H -33.348 3.540 6.883
H -26.464 3.326 7.050
O -25.595 -3.347 7.531
O -24.293 -0.957 11.259
H -26.402 7.901 11.675
H -27.535 4.400 6.525
H -28.351 1.327 8.761
H -29.336 8.094 8.678
O -30.031 6.193 4.973
H -22.996 4.118 11.521
C -28.308 -2.089 8.189
H -19.266 -0.769 11.826
O -21.991 -0.527 10.711
C -21.261 -0.020 11.871
H -29.616 0.319 7.319
P -30.164 5.407 6.428
H -27.039 9.006 13.756
H -20.906 0.998 11.715
H -30.441 4.178 11.491
P -29.480 8.026 13.102
H -30.752 11.336 13.270
H -31.611 4.176 9.197
O -28.666 9.378 12.585
H -25.304 2.120 11.693
P -26.133 -2.043 6.761
H -29.171 1.728 6.592
C -26.292 8.985 11.685
H -26.949 -0.937 4.475
O -32.637 1.835 4.763
C -24.357 2.463 11.275
O -28.822 7.178 14.125
H -23.719 3.371 12.911
H -32.038 10.728 14.425
H -25.341 -1.326 3.788
H -32.914 1.911 2.756
H -29.290 6.206 1.820
C -29.153 7.436 7.829
O -23.390 1.481 11.429
H -29.931 -2.959 9.326
N -26.545 4.258 6.669
H -31.285 5.592 12.100
C -33.181 2.512 3.625
C -25.679 -1.282 10.937
C -27.523 1.933 9.127
C -23.957 3.849 11.960
C -24.227 -3.573 7.335
H -32.450 11.390 12.897
H -26.096 3.987 5.806
C -29.459 -3.067 8.350
C -31.708 9.445 12.685
H -24.667 2.525 10.232
P -23.436 0.178 10.431
C -31.372 1.518 4.699
H -28.606 7.235 3.047
H -32.674 9.094 12.321
H -29.146 0.131 5.687
O -31.053 8.439 13.424
O -30.636 1.732 3.780
C -29.695 0.804 6.346
O -27.706 -2.069 6.954
C -26.300 -1.732 4.108
H -25.934 4.792 7.270
O -31.717 4.885 6.435
H -27.411 -1.719 2.293
H -29.735 8.248 5.769
H -27.616 -3.116 3.175
H -24.697 4.645 12.038
H -26.928 -2.879 11.696
Pt -24.572 1.306 7.069
O -29.523 7.212 11.713
H -27.244 1.315 9.980
H -34.265 2.511 3.518
H -31.217 9.598 11.723
H -26.529 9.256 10.656
H -28.753 -1.142 8.493
H -32.656 5.389 8.573
C -28.953 8.312 6.525
H -27.199 3.638 10.476
H -28.749 9.353 6.775
O -26.565 1.947 8.095
H -30.407 7.031 2.798
H -31.759 2.900 7.208
O -30.246 6.551 7.587
C -20.170 -1.100 12.338
C -29.302 5.860 11.622
H -23.679 -2.931 6.645
```

Computed properties:
E_HOMO (alpha / beta): -15.510 / -15.503 eV
⟨S²⟩: 3.7589
Net charge: +3
Electronic energy: -114105.3098 eV
Spin multiplicity: 4

=====

Entry 6:
Density functional theory data (the ωB97M-V functional and the def2-TZVPD basis) for the molecule C6H9NO5.

Geometry as XYZ:
```
21
Properties=species:S:1:pos:R:3
O 2.223 1.157 -0.899
H 1.132 0.556 3.160
C -1.708 -0.708 -1.370
H 0.227 1.484 -0.207
C 1.000 0.731 -0.265
C 1.019 1.232 2.281
O -2.777 -0.637 -1.958
H 1.796 2.012 2.302
N -1.440 -1.319 -0.181
C 0.555 -0.511 -1.034
C -0.054 -1.457 0.116
O -0.232 1.881 2.066
O 0.176 -0.777 1.350
H 2.235 -0.345 1.106
H 1.503 -0.939 -1.533
H -0.878 1.294 1.673
O -0.531 -0.266 -1.897
H -2.267 -1.671 0.301
H 0.346 -2.489 0.075
C 1.259 0.164 1.157
H 2.696 1.762 -0.210
```

Computed properties:
E_HOMO: -10.450 eV
Structure (SMILES): O=C1N[C@@H]2O[C@H](CO)[C@@H](O)[C@@H]2O1
Electronic energy: -18094.8755 eV